ORCA calculation (ωB97M-V with the def2-TZVPD basis set) on C5H14N2O2 as an isolated structure in a non-equilibrium geometry.

Positions of all 23 atoms, in Å:
C1 -1.37 0.82 -0.23
C2 -1.60 -0.10 2.16
H1 -0.60 -0.49 -1.67
H2 -0.81 1.24 -2.08
H3 -2.01 -0.95 2.71
H4 -0.33 1.83 1.08
C3 -1.88 -0.26 0.68
H5 2.47 0.02 -2.13
C4 1.45 -1.17 -0.68
H6 1.98 0.45 0.90
H7 -2.04 0.81 2.56
C5 2.71 -0.77 -1.42
H8 1.63 -1.82 0.19
O1 1.14 0.33 0.43
N1 -1.22 0.53 -1.49
H9 -0.52 -0.08 2.33
H10 -0.56 2.65 -0.35
H11 -1.47 -1.21 0.31
H12 -2.97 -0.30 0.50
H13 3.08 -1.63 -1.99
O2 0.44 -1.48 -1.40
H14 3.46 -0.42 -0.72
N2 -0.97 2.00 0.30

## Properties
* LUMO: 0.80 eV
* relative energy (zero: lowest compared OMol25 entry of this formula, charge and spin): 58.6 kcal per mole
* HOMO-LUMO gap: 0.3506 Ha

Mulliken population analysis, charges in e, atoms 1 to 6: number 1, C, carries 0.198; number 2, C, carries -1.410; number 3, H, carries 0.341; number 4, H, carries 0.288; number 5, H, carries 0.401; number 6, H, carries 0.275

---

ORCA calculation (ωB97M-V with the def2-TZVPD basis set) on C5H14N2O2 as an isolated structure in a non-equilibrium geometry.

Positions of all 23 atoms, in Å:
C1 -0.91 0.46 -0.54
H1 0.46 -2.62 0.31
H2 -2.30 -0.29 0.94
N1 0.76 -1.88 0.94
H3 0.75 -0.40 3.15
H4 0.77 0.68 1.76
H5 -0.68 0.57 2.78
C2 0.14 0.00 2.34
N2 0.53 1.69 -2.53
H6 0.00 -0.72 -1.39
H7 1.37 -1.27 0.41
H8 -1.72 0.74 -1.22
H9 -1.70 -1.51 -0.18
C3 -0.38 -1.13 1.47
O1 1.78 0.84 -0.77
H10 1.94 1.77 -0.61
H11 0.92 2.60 -2.35
C4 0.77 0.65 -1.66
H12 -0.93 -1.83 2.12
O2 0.74 -0.57 -2.21
C5 -1.40 -0.64 0.41
H13 -0.72 1.36 0.05
H14 -0.20 1.51 -3.20

## Properties
* LUMO: 0.45 eV
* relative energy (zero: lowest compared OMol25 entry of this formula, charge and spin): 83.2 kcal per mole
* HOMO-LUMO gap: 0.3237 Ha

Mulliken population analysis, charges in e, atoms 1 to 6: number 1, C, carries -0.920; number 2, H, carries 0.285; number 3, H, carries 0.433; number 4, N, carries -0.715; number 5, H, carries 0.386; number 6, H, carries 0.227

---

ORCA calculation (ωB97M-V with the def2-TZVPD basis set) on an isolated ion of composition C5H14N2P and charge +1 in a non-equilibrium geometry.

Positions of all 22 atoms, in Å:
C1 1.74 -0.92 0.74
H1 -3.03 -0.09 1.83
C2 2.56 0.24 0.15
N1 -0.88 0.59 -0.20
H2 1.14 1.93 0.13
H3 2.94 0.81 1.02
H4 -2.86 -0.18 -1.71
H5 0.02 0.14 -1.96
H6 -0.67 0.74 0.87
H7 2.37 -1.82 0.75
C3 0.31 0.17 -0.94
H8 -0.17 -1.75 -0.12
H9 1.19 -0.56 1.67
P1 -2.26 -0.66 -0.39
N2 0.76 -1.21 -0.39
H10 3.45 -0.11 -0.42
H11 -3.32 1.34 0.68
H12 -4.48 -0.03 0.60
H13 1.84 1.71 -1.39
H14 1.36 -1.69 -1.13
C4 1.48 1.09 -0.60
C5 -3.46 0.27 0.82

## Properties
* net charge: +1
* structure (SMILES): CPN[C@H]1CCC[NH2+]1
* LUMO: -3.08 eV
* relative energy (zero: lowest compared OMol25 entry of this formula, charge and spin): 2.0 kcal per mole
* HOMO-LUMO gap: 0.3565 Ha

Mulliken population analysis, charges in e, atoms 1 to 6: number 1, C, carries -0.453; number 2, H, carries 0.271; number 3, C, carries -0.524; number 4, N, carries -0.470; number 5, H, carries 0.275; number 6, H, carries 0.294

---

ORCA calculation (ωB97M-V with the def2-TZVPD basis set) on a 2-piece molecular cluster, C5H14N2S overall in a non-equilibrium geometry.

Positions of all 22 atoms, in Å:
H1 -4.27 0.60 -0.70
H2 -4.30 -0.72 -1.80
H3 -0.10 1.96 -0.42
C1 -2.65 -0.88 -0.45
C2 -0.46 -0.54 0.75
H4 -3.16 -1.50 0.31
N1 1.67 0.21 1.87
C3 0.45 0.61 1.21
H5 0.02 -1.11 -0.05
H6 1.45 1.10 -0.68
H7 1.37 2.40 0.48
H8 2.34 -0.19 1.23
C4 -3.62 -0.06 -1.27
H9 -0.13 1.11 1.99
H10 1.50 -0.43 2.64
S1 2.69 -0.34 -1.28
H11 -2.09 -1.55 -1.10
H12 -0.64 -1.15 1.65
N2 -1.69 0.00 0.21
H13 -2.17 0.55 0.90
C5 0.78 1.57 0.09
H14 -3.07 0.60 -1.94

## Properties
* LUMO: -3.04 eV
* relative energy (zero: lowest compared OMol25 entry of this formula, charge and spin): 80.2 kcal per mole
* HOMO-LUMO gap: 0.2100 Ha

Mulliken population analysis, charges in e, atoms 1 to 6: number 1, H, carries 0.316; number 2, H, carries 0.378; number 3, H, carries 0.336; number 4, C, carries -0.412; number 5, C, carries -0.494; number 6, H, carries 0.306

---

ORCA calculation (ωB97M-V with the def2-TZVPD basis set) on a single C5H14N2S molecule in a non-equilibrium geometry.

Positions of all 22 atoms, in Å:
H1 1.18 0.12 1.14
H2 -2.18 2.09 1.44
C1 1.18 -1.27 -0.52
H3 1.77 -1.99 0.03
H4 -0.80 0.12 -1.24
H5 1.45 -1.30 -1.57
N1 -0.22 -1.68 -0.31
H6 3.30 1.10 1.26
C2 -2.14 -0.38 0.48
S1 3.29 0.36 0.14
H7 -1.49 -0.07 1.30
H8 -1.93 -1.26 -1.42
H9 -0.35 -2.53 -0.85
C3 -1.27 -0.72 -0.74
C4 1.45 0.09 0.09
C5 -2.56 2.01 0.43
H10 -3.58 0.60 -0.61
H11 -3.37 2.74 0.34
H12 1.07 0.92 -0.48
H13 -2.62 -1.33 0.73
N2 -3.12 0.67 0.29
H14 -1.72 2.24 -0.24

## Properties
* structure (SMILES): CNCCNCCS
* LUMO: 0.92 eV
* relative energy (zero: lowest compared OMol25 entry of this formula, charge and spin): 17.5 kcal per mole
* HOMO-LUMO gap: 0.3495 Ha

Mulliken population analysis, charges in e, atoms 1 to 6: number 1, H, carries 0.269; number 2, H, carries 0.285; number 3, C, carries -0.738; number 4, H, carries 0.408; number 5, H, carries 0.277; number 6, H, carries 0.326

---

ORCA calculation (ωB97M-V with the def2-TZVPD basis set) on a 2-piece molecular cluster, C5H14N2Si overall in a non-equilibrium geometry.

Positions of all 22 atoms, in Å:
H1 -0.49 2.19 3.16
H2 0.01 -1.03 -0.57
H3 -1.90 1.13 2.68
C1 -0.80 1.17 2.67
Si1 0.02 1.01 0.97
C2 -0.77 -0.58 0.14
H4 -0.49 0.26 3.24
H5 -1.09 2.87 -0.56
H6 -0.78 -4.07 -4.00
H7 -0.78 -3.72 -2.18
H8 -1.73 -0.54 -0.38
N1 0.13 -2.48 -3.35
N2 0.61 -1.49 -3.52
H9 -1.04 -1.28 0.97
C3 1.85 0.60 1.28
C4 0.01 2.53 -0.20
H10 0.50 2.21 -1.24
C5 -0.52 -3.58 -3.19
H11 2.50 1.37 0.94
H12 2.19 -0.29 0.63
H13 0.58 3.46 0.19
H14 1.99 0.27 2.32

## Properties
* LUMO: 0.88 eV
* relative energy (zero: lowest compared OMol25 entry of this formula, charge and spin): 55.8 kcal per mole
* HOMO-LUMO gap: 0.3485 Ha

Mulliken population analysis, charges in e, atoms 1 to 6: number 1, H, carries 0.228; number 2, H, carries 0.070; number 3, H, carries 0.325; number 4, C, carries -0.940; number 5, Si, carries 0.445; number 6, C, carries -0.872

---

ORCA calculation (ωB97M-V with the def2-TZVPD basis set) on an isolated ion of composition C5H14N3 and charge +1 in a non-equilibrium geometry.

Positions of all 22 atoms, in Å:
H1 -2.19 0.95 -1.17
C1 2.77 -0.39 -0.18
H2 0.89 0.44 1.87
H3 -2.71 -1.60 -0.02
N1 0.26 -0.55 0.07
N2 -0.42 0.55 -0.63
C2 0.29 -0.46 1.52
H4 0.73 -1.34 2.02
H5 -0.01 1.89 1.00
H6 2.81 -0.48 0.92
C3 0.05 1.78 -0.14
C4 -1.86 0.24 -0.45
H7 -0.68 -0.28 1.69
C5 1.56 -0.56 -0.69
H8 -0.42 2.54 -0.71
H9 3.56 -0.39 -0.84
H10 -2.13 -1.39 -1.53
H11 -2.44 0.46 0.52
N3 -1.96 -1.23 -0.61
H12 1.13 1.85 -0.53
H13 -0.77 -1.42 -0.31
H14 1.53 -0.63 -1.79

## Properties
* net charge: +1
* structure (SMILES): C=CN(C)N(C)C[NH3+]
* LUMO: -2.96 eV
* relative energy (zero: lowest compared OMol25 entry of this formula, charge and spin): 112.6 kcal per mole
* HOMO-LUMO gap: 0.3919 Ha

Mulliken population analysis, charges in e, atoms 1 to 6: number 1, H, carries 0.416; number 2, C, carries -0.611; number 3, H, carries 0.409; number 4, H, carries 0.306; number 5, N, carries -0.010; number 6, N, carries -0.265

---

ORCA calculation (ωB97M-V with the def2-TZVPD basis set) on an isolated ion of composition C5H14N3 and charge +1 in a non-equilibrium geometry.

Positions of all 22 atoms, in Å:
H1 -1.74 0.34 -1.22
H2 -1.08 -1.61 0.78
C1 -1.34 -1.71 -1.91
H3 -1.81 -1.57 -2.86
H4 -0.44 -2.36 -2.04
C2 -1.06 -0.54 -1.05
H5 0.11 2.19 -0.80
N1 0.55 1.14 0.93
C3 0.73 1.34 -0.57
H6 1.82 1.51 -0.70
H7 0.63 0.61 3.39
N2 -1.41 -0.71 0.41
H8 1.07 -0.75 -0.81
H9 0.65 -0.23 -2.22
H10 -2.10 -2.38 -1.49
H11 -2.41 -0.78 0.57
H12 2.49 1.61 1.32
H13 -0.37 0.70 1.09
H14 2.26 1.09 3.65
N3 1.53 0.84 3.00
C4 0.35 0.01 -1.21
C5 1.55 1.26 1.74

## Properties
* net charge: +1
* structure (SMILES): C[C@@H](N)CC/[NH+]=C/N
* LUMO: -2.92 eV
* relative energy (zero: lowest compared OMol25 entry of this formula, charge and spin): 22.9 kcal per mole
* HOMO-LUMO gap: 0.3968 Ha

Mulliken population analysis, charges in e, atoms 1 to 6: number 1, H, carries 0.258; number 2, H, carries 0.222; number 3, C, carries -1.474; number 4, H, carries 0.371; number 5, H, carries 0.339; number 6, C, carries 0.606

---

ORCA calculation (ωB97M-V with the def2-TZVPD basis set) on an isolated ion of composition C5H14N3 and charge +1 in a non-equilibrium geometry.

Positions of all 22 atoms, in Å:
H1 0.62 2.23 -0.11
C1 -0.80 -0.15 -1.13
N1 2.45 1.44 -0.54
C2 -0.49 -0.42 0.39
H2 1.58 -0.50 0.50
H3 3.17 0.81 -0.41
H4 -1.29 -2.36 0.62
H5 -0.85 -1.02 -1.78
H6 -0.88 0.25 2.43
H7 0.96 0.09 -2.04
C3 1.12 1.27 -0.21
C4 -0.35 -1.85 0.74
C5 -1.45 0.27 1.42
N2 0.31 0.68 -1.55
H8 -0.07 -1.85 1.80
H9 0.44 -2.38 0.14
H10 2.74 2.35 -0.15
H11 -1.81 0.39 -1.13
H12 -1.93 1.23 1.11
N3 0.76 0.13 0.67
H13 0.06 1.40 -2.15
H14 -2.31 -0.57 1.66

## Properties
* net charge: +1
* structure (SMILES): CC1(C)C[NH2+][C@H](N)N1
* LUMO: -3.08 eV
* relative energy (zero: lowest compared OMol25 entry of this formula, charge and spin): 50.0 kcal per mole
* HOMO-LUMO gap: 0.4029 Ha

Mulliken population analysis, charges in e, atoms 1 to 6: number 1, H, carries 0.475; number 2, C, carries -1.063; number 3, N, carries -0.505; number 4, C, carries 1.470; number 5, H, carries 0.345; number 6, H, carries 0.193

---

ORCA calculation (ωB97M-V with the def2-TZVPD basis set) on C5H14N3P2 as an isolated structure in a non-equilibrium geometry.

Positions of all 24 atoms, in Å:
H1 2.01 2.38 0.21
P1 0.38 0.94 -0.89
C1 1.54 0.49 1.59
H2 -2.45 -1.59 2.31
H3 1.03 0.37 -3.15
P2 -0.46 -1.06 0.84
C2 -0.87 2.17 -1.51
H4 -0.76 -3.08 1.83
H5 -0.44 2.91 -2.26
N1 1.28 1.65 0.35
N2 -0.30 -0.50 -0.71
H6 2.06 -0.36 -1.79
H7 -2.62 -0.86 0.73
H8 2.23 1.38 -2.27
H9 -0.98 2.68 -0.50
C3 -2.07 -0.71 1.65
H10 -2.16 0.21 2.22
H11 -0.89 -3.43 0.06
C4 -0.34 -2.84 0.94
N3 0.87 -0.51 1.72
H12 -1.81 1.59 -1.87
H13 0.71 -3.09 0.82
C5 1.53 0.58 -2.26
H14 2.51 0.68 1.97

## Properties
* net charge: +1
* LUMO: -3.31 eV
* relative energy (zero: lowest compared OMol25 entry of this formula, charge and spin): 22.0 kcal per mole
* HOMO-LUMO gap: 0.3731 Ha

Mulliken population analysis, charges in e, atoms 1 to 6: number 1, H, carries 0.285; number 2, P, carries 0.719; number 3, C, carries 0.043; number 4, H, carries 0.347; number 5, H, carries 0.375; number 6, P, carries 0.940

---

Copy entry 4 word for word.
ORCA calculation (ωB97M-V with the def2-TZVPD basis set) on a 2-piece molecular cluster, C5H14N2S overall in a non-equilibrium geometry.

Positions of all 22 atoms, in Å:
H1 -4.27 0.60 -0.70
H2 -4.30 -0.72 -1.80
H3 -0.10 1.96 -0.42
C1 -2.65 -0.88 -0.45
C2 -0.46 -0.54 0.75
H4 -3.16 -1.50 0.31
N1 1.67 0.21 1.87
C3 0.45 0.61 1.21
H5 0.02 -1.11 -0.05
H6 1.45 1.10 -0.68
H7 1.37 2.40 0.48
H8 2.34 -0.19 1.23
C4 -3.62 -0.06 -1.27
H9 -0.13 1.11 1.99
H10 1.50 -0.43 2.64
S1 2.69 -0.34 -1.28
H11 -2.09 -1.55 -1.10
H12 -0.64 -1.15 1.65
N2 -1.69 0.00 0.21
H13 -2.17 0.55 0.90
C5 0.78 1.57 0.09
H14 -3.07 0.60 -1.94

## Properties
* LUMO: -3.04 eV
* relative energy (zero: lowest compared OMol25 entry of this formula, charge and spin): 80.2 kcal per mole
* HOMO-LUMO gap: 0.2100 Ha

Mulliken population analysis, charges in e, atoms 1 to 6: number 1, H, carries 0.316; number 2, H, carries 0.378; number 3, H, carries 0.336; number 4, C, carries -0.412; number 5, C, carries -0.494; number 6, H, carries 0.306

---

- What is the HOMO-LUMO gap in the eighth record?
  0.3968 Ha

---

- Number 6 is which compound?
  C5H14N2Si